123
Properties=species:S:1:pos:R:3:mulliken_charge:R:1 method="wB97M-V/def2-TZVPD" smiles="C[C@H](Br)CN(N)S(=O)(=O)F.O=S1(=O)CCCC1.O=S1(=O)CCCC1.O=S1(=O)CCCC1.O=S1(=O)CCCC1.O=S1(=O)CCCC1.O=S1(=O)CCCC1.O=S1(=O)CCCC1" orbital_gap_ev=8.92 total_energy_ha=-8392.0891 e_lumo_ev=-0.8 charge=0
Br -3.477 2.875 2.190 -0.159
S 4.279 2.110 3.532 1.537
S -6.447 0.943 0.043 1.071
S -6.989 -0.449 5.235 1.129
S 2.009 0.995 -0.228 1.124
S 0.358 6.580 1.802 1.072
S -0.615 -5.690 -6.830 1.133
S 1.606 -0.989 -4.513 1.277
S 7.825 -2.599 1.168 1.187
F -0.896 7.010 2.912 -0.289
O -6.094 1.112 -1.351 -0.701
O 0.311 -6.746 -6.472 -0.704
O 2.690 -0.230 -5.100 -0.717
O 1.805 -1.888 -3.394 -0.679
O 0.420 7.700 0.733 -0.572
O -7.428 -1.745 5.707 -0.682
O -5.626 0.181 0.963 -0.626
O 1.403 1.574 0.952 -0.639
O 3.751 0.863 4.044 -0.792
O 7.490 -1.486 0.305 -0.633
O 4.703 2.266 2.155 -0.740
O 1.611 1.373 -1.569 -0.675
O -7.868 0.456 4.523 -0.627
O 1.688 6.598 2.652 -0.557
O -1.165 -4.777 -5.850 -0.595
O 8.721 -2.461 2.300 -0.712
N 0.209 4.973 1.132 0.654
N 1.003 4.773 0.018 -0.784
C 4.211 -0.107 0.648 -0.455
C -1.226 4.547 0.934 -0.922
C -8.935 1.474 0.805 -0.482
C 5.094 3.956 5.258 -0.670
C -6.756 2.551 0.746 -0.437
C -8.132 0.359 0.136 -0.634
C 7.326 -5.067 0.323 -0.729
C -0.485 2.703 2.719 -0.220
C 8.369 -3.964 0.151 -0.632
C -2.175 -5.425 -8.909 -0.576
C 3.408 -1.248 0.025 -0.229
C 0.748 -1.857 -5.819 -0.624
C -4.785 0.010 6.562 -0.693
C -5.483 -0.666 4.298 -0.014
C -8.236 2.795 0.489 -0.768
C 3.568 3.892 5.307 -0.781
C -0.654 -1.255 -5.883 -0.474
C 0.073 -4.735 -8.174 -0.162
C 0.279 0.134 -4.119 -0.585
C 1.956 -0.785 -0.079 -0.978
C 6.312 -3.359 1.724 -0.414
C -0.778 -5.052 -9.402 -0.731
C -1.682 3.816 2.368 -0.108
C 5.588 2.661 4.616 -0.858
C -6.247 0.426 6.599 -0.718
C -0.557 0.188 -5.389 -0.881
C -4.382 0.040 5.089 -0.422
C -1.961 -6.398 -7.759 -0.696
C 5.995 -4.393 0.654 -0.524
C 3.779 1.152 -0.089 -0.867
C 3.131 3.414 3.930 -0.152
H -0.054 0.804 -6.144 0.331
H 0.685 1.105 -3.830 0.434
H 3.488 -2.168 0.613 0.348
H 3.965 -0.022 1.714 0.086
H -1.983 5.436 0.780 0.202
H -9.974 1.473 0.461 0.336
H -1.329 -1.820 -5.228 0.251
H -4.162 0.675 7.167 0.346
H -0.290 -0.298 -3.291 0.339
H 6.498 2.823 4.033 0.332
H 7.617 -5.724 1.151 0.316
H -1.403 3.738 0.108 0.534
H -0.242 2.005 1.807 0.362
H -2.692 -4.527 -8.551 0.291
H 5.533 -2.602 1.835 0.077
H -5.608 -0.229 3.304 -0.177
H -8.620 3.615 1.102 0.350
H 5.288 -0.274 0.562 0.345
H -5.289 -1.739 4.212 0.391
H -2.781 -5.870 -9.704 0.341
H -2.839 -6.508 -7.121 0.390
H 5.599 -3.898 -0.241 0.232
H -6.110 3.295 0.277 0.408
H 2.110 3.032 3.913 -0.141
H 1.761 4.104 0.345 0.221
H -8.948 1.319 1.891 0.179
H -6.357 1.498 6.408 0.332
H -8.482 0.170 -0.882 0.349
H 7.254 -5.685 -0.577 0.336
H 1.118 -5.019 -8.323 0.421
H 4.032 2.070 0.444 0.445
H 5.758 1.883 5.365 0.374
H 3.253 3.172 6.072 0.335
H 3.799 -1.464 -0.977 0.214
H 1.391 -1.032 0.824 0.457
H -1.061 -1.309 -6.897 0.379
H 0.517 3.211 3.074 -0.483
H 6.512 -3.837 2.687 0.354
H -0.805 -4.204 -10.093 0.351
H 4.193 1.177 -1.101 0.511
H -6.548 2.493 1.819 0.199
H -0.343 -5.902 -9.943 0.305
H -1.702 4.594 3.242 0.366
H 5.403 4.813 4.647 0.281
H -0.840 2.019 3.616 0.391
H 3.251 4.205 3.183 0.511
H 5.250 -5.114 1.000 0.423
H 1.460 -1.208 -0.956 0.303
H 3.128 4.862 5.555 0.392
H -6.747 0.157 7.532 0.414
H 9.358 -4.291 0.481 0.344
H -4.674 -1.008 6.955 0.319
H 0.500 4.320 -0.775 0.337
H 0.717 -2.924 -5.586 0.165
H -4.298 1.081 4.755 0.110
H -8.396 3.055 -0.564 0.329
H -8.165 -0.565 0.719 0.358
H 5.526 4.092 6.255 0.374
H 0.009 -3.677 -7.905 -0.102
H -1.636 -7.376 -8.126 0.352
H -3.411 -0.437 4.924 0.340
H -1.544 0.621 -5.202 0.389
H 8.417 -3.616 -0.884 0.366
H 1.297 -1.695 -6.751 0.370